The following is a quantum chemistry calculation of a 2-piece molecular cluster, C2H4INO overall in a non-equilibrium geometry, from the Open Molecules 2025 dataset.

Frontier orbital gap: 7.3 eV
E_HOMO: -0.2942 Eh
Relative energy (zero: lowest compared OMol25 entry of this formula, charge and spin): 96.72 kcal/mol
DFT total energy: -506.12002 a.u.

Last column: natural (NBO) charge in e.
Positions of all 9 atoms, in Å:
C -1.38 -0.63 0.17  0.3000
C 1.18 0.89 -0.02  -0.2579
N -0.69 -1.58 0.26  -0.6401
O -0.10 1.17 -0.24  -0.6433
I -3.26 0.02 -0.04  0.3022
H 1.69 0.68 0.94  0.1505
H 1.52 1.89 -0.47  0.2073
H 1.65 0.20 -0.76  0.1324
H -0.60 -2.63 0.17  0.4489